(1)
C26H21AuGeN8OS2 | ωB97M-V/def2-TZVPD

Structure (XYZ):
```
60
Properties=species:S:1:pos:R:3
Au -0.5635 1.2323 0.6793
S 0.5131 -0.8528 1.2047
C -0.6418 -1.5706 2.3566
C -0.2942 -2.7945 2.9107
C -1.1636 -3.4453 3.7738
C -0.8038 -4.7280 4.3048
N -0.5223 -5.7626 4.7159
C -2.3887 -2.8369 4.0896
C -2.7166 -1.6057 3.5456
C -1.8545 -0.9460 2.6654
S -2.3773 0.6122 2.0540
C -3.3167 -3.4801 4.9782
N -4.0644 -3.9952 5.6804
H 0.6526 -3.2555 2.6627
H -3.6630 -1.1519 3.8075
O 1.4309 1.8590 -0.2590
N 2.0829 2.8470 0.3351
C 2.5631 2.6893 1.5827
C 3.2784 3.6983 2.1879
C 3.5140 4.8790 1.5001
C 3.0170 5.0127 0.2129
C 2.2979 3.9825 -0.3524
H 2.3478 1.7332 2.0355
H 3.6509 3.5453 3.1902
H 4.0796 5.6779 1.9580
H 3.1848 5.9106 -0.3638
H 1.8684 3.9893 -1.3416
N -1.6452 5.6846 -2.3143
N -1.8921 4.5895 -1.5074
N -3.0978 4.0939 -1.3476
C -2.8492 3.0385 -0.5914
N -1.5424 2.9416 -0.3195
N -0.9348 3.9396 -0.9284
H -2.5502 6.0641 -2.5724
H -1.1257 6.3709 -1.7766
H -3.5971 2.3519 -0.2326
Ge -0.3499 -1.7908 -0.7216
C -0.2240 -0.4553 -2.1144
C -1.4198 0.1123 -2.5618
C -1.4102 1.1022 -3.5335
C -0.2030 1.5292 -4.0709
C 0.9890 0.9672 -3.6371
C 0.9801 -0.0178 -2.6611
C 0.5295 -3.4811 -0.9418
C 1.7322 -3.6191 -1.6344
C 2.3382 -4.8615 -1.7339
C 1.7506 -5.9709 -1.1392
C 0.5517 -5.8442 -0.4524
C -0.0585 -4.6023 -0.3546
H -1.8095 -1.9589 -0.2896
H -2.3674 -0.2249 -2.1556
H -2.3433 1.5248 -3.8848
H -0.1922 2.2923 -4.8383
H 1.9291 1.2990 -4.0580
H 1.9222 -0.4243 -2.3133
H 2.1963 -2.7632 -2.1090
H 3.2675 -4.9670 -2.2776
H 2.2261 -6.9394 -1.2189
H 0.0908 -6.7094 0.0055
H -1.0023 -4.5152 0.1719
```

Results
* spin multiplicity: 2
* energy relative to the best compared isomer or geometry (same formula, charge and spin): 0.0 kcal/mol
* net charge: +1
* DFT total energy: -123140.23536 eV
* lowest unoccupied orbital energy (alpha / beta): -2.989 / -4.349 eV



(2)
C20H34F6O22PS4 | ωB97M-V/def2-TZVPD

Structure (XYZ):
```
87
Properties=species:S:1:pos:R:3
P 0.5595 -0.1157 -0.5722
F 0.6726 0.5117 0.8837
F -0.4420 -1.3347 -0.1522
F -0.7064 0.8975 -0.9477
F 0.5677 -0.6845 -2.0519
F 1.6661 1.0122 -1.0664
F 1.8185 -1.0555 -0.2453
O 1.3715 -2.1591 4.7228
C 2.3289 -2.3834 3.9044
O 3.5104 -2.8932 4.2302
C 4.3750 -3.0240 3.1004
C 3.4803 -2.8984 1.9062
C 2.3218 -2.0495 2.3952
H 4.9320 -3.9609 3.0974
H 5.1023 -2.2201 3.2143
H 3.1283 -3.9187 1.7539
H 3.9801 -2.5547 1.0006
H 1.3322 -2.2324 1.9763
H 2.3984 -0.9625 2.3698
O 4.9953 3.1263 1.3271
C 5.3561 2.0119 0.9739
O 5.7858 1.0614 1.8249
C 6.2100 -0.0565 1.1217
C 5.3900 -0.0494 -0.1495
C 5.0790 1.3718 -0.3937
H 6.0157 -0.9771 1.6720
H 7.2871 -0.0402 0.9556
H 4.4659 -0.6247 -0.0936
H 5.9562 -0.4620 -0.9846
H 4.1221 1.5187 -0.8947
H 5.9447 1.7646 -0.9269
O 0.3138 -2.3654 -4.6486
C -0.0229 -3.0673 -3.7011
O 0.7704 -3.9631 -3.1526
C 0.2784 -4.4795 -1.9026
C -1.2896 -4.3964 -2.1526
C -1.3826 -3.1197 -3.0439
H 0.6405 -3.8750 -1.0710
H 0.6678 -5.4340 -1.5483
H -1.8933 -4.2517 -1.2566
H -1.5766 -5.2287 -2.7952
H -1.4213 -2.2781 -2.3523
H -2.2896 -3.1586 -3.6473
C -4.6522 0.6712 0.1997
C -5.8218 0.9895 -0.7312
O -5.3343 1.8617 -1.6770
S -4.1993 2.8356 -1.0602
O -4.6381 4.2619 -0.8896
O -2.8968 2.6330 -1.7360
O -4.1311 1.9408 0.3933
H -3.8578 0.1328 -0.3171
H -4.8462 0.1515 1.1380
H -6.7128 1.4305 -0.2844
H -6.1158 0.0396 -1.1777
C -1.1251 3.1661 1.2579
C 0.0794 3.7119 0.3886
O 0.6488 4.8848 0.9927
S -0.2490 5.2463 2.3308
O -1.4043 6.0976 1.9143
O 0.5895 5.5657 3.4932
O -0.8306 3.7011 2.5258
H -1.0511 2.0807 1.3239
H -2.1212 3.4030 0.8839
H -0.2462 3.8762 -0.6385
H 1.0033 3.1336 0.3932
C -1.0487 -0.1506 3.6662
C -1.7852 -1.2722 2.9644
O -3.1592 -1.0830 3.2903
S -3.4122 0.1089 4.4385
O -4.2536 -0.4109 5.4986
O -3.7499 1.4130 3.8587
O -1.7937 -0.0213 4.8401
H -1.1945 0.7084 3.0111
H 0.0097 -0.4042 3.7252
H -1.4607 -2.2115 3.4122
H -1.6965 -1.3050 1.8785
C -0.7108 0.9607 -4.3861
C -2.0024 0.1906 -4.0609
O -3.1159 0.9093 -4.4185
S -2.7441 2.0042 -5.6264
O -3.4724 3.2348 -5.4142
O -2.8138 1.3981 -7.0265
O -1.1570 2.1193 -5.1369
H 0.0090 0.3221 -4.8980
H -0.2141 1.4667 -3.5582
H -1.9978 0.0163 -2.9849
H -2.1237 -0.8099 -4.4760
```

Results
* spin multiplicity: 2
* DFT total energy: -135266.14019 eV
* lowest unoccupied orbital energy (alpha / beta): -2.611 / -7.825 eV



(3)
C32H44Br2N4O2PPd | ωB97M-V/def2-TZVPD

Structure (XYZ):
```
86
Properties=species:S:1:pos:R:3
Pd -3.2332 -0.7961 0.7575
C -3.4101 1.4676 -1.5683
C -3.0310 2.1930 -0.3302
C -3.1381 3.5751 -0.2229
C -2.8120 4.2433 0.9395
C -2.2659 3.4923 2.0300
C -1.8633 4.0206 3.2604
Br -1.7868 5.9491 3.5291
C -1.3648 3.1479 4.1927
C -1.2280 1.7654 3.9871
Br -0.3997 0.7670 5.3179
C -1.5286 1.1218 2.7684
O -1.3952 -0.0997 2.5390
C -2.1346 2.0680 1.7916
N -2.5087 1.4965 0.6451
H -4.2665 0.8102 -1.4520
H -2.5930 0.8565 -1.8724
H -3.7189 2.2217 -2.2871
H -3.5217 4.0901 -1.0378
H -2.9607 5.3745 1.0032
H -1.0953 3.5945 5.1672
O 0.6420 0.0630 -2.1564
P 1.3357 -0.3562 -0.9030
C 0.4556 -1.7391 -0.0274
C -0.5085 -2.5030 -0.9071
C -0.0079 -3.6843 -1.7396
C 0.7435 -4.6230 -0.7744
C 1.8096 -3.8999 0.0258
C 1.3298 -2.7600 0.8418
C 3.1170 -0.7735 -1.1288
C 3.3400 -1.6553 -2.3625
C 4.8176 -1.9529 -2.5949
C 5.7666 -1.2041 -1.6740
C 5.4523 0.3117 -1.8215
C 3.9664 0.5095 -1.2817
C 1.2306 1.0697 0.2940
C 2.0168 0.9130 1.5858
C 2.4257 2.2251 2.1794
C 1.3077 3.2578 2.0498
C 1.1327 3.5879 0.5935
C 1.4954 2.4152 -0.3396
H -0.1572 -1.1147 0.6559
H -0.9063 -1.7565 -1.5772
H -1.2720 -2.9916 -0.2408
H 0.6667 -3.4285 -2.5986
H -0.8701 -4.1378 -2.2374
H 1.2735 -5.3849 -1.3939
H 0.0460 -5.1470 -0.1534
H 2.5612 -3.5942 -0.6968
H 2.3140 -4.6442 0.7202
H 2.0980 -2.2481 1.3983
H 0.6514 -3.1198 1.6075
H 3.5141 -1.3160 -0.2790
H 2.8368 -1.1932 -3.2526
H 2.8115 -2.5868 -2.3105
H 5.1859 -1.7151 -3.6309
H 4.9413 -3.0256 -2.4432
H 6.8062 -1.3567 -1.9346
H 5.5813 -1.5020 -0.6546
H 5.5902 0.4980 -2.8635
H 6.1210 0.9501 -1.2629
H 3.4575 1.1861 -1.9511
H 4.0169 1.1390 -0.3870
H 0.1717 1.0104 0.4922
H 2.9046 0.2900 1.3813
H 1.3983 0.3822 2.3412
H 3.2552 2.6232 1.6699
H 2.7483 2.0335 3.2575
H 1.5831 4.1131 2.6456
H 0.3998 2.7999 2.4877
H 1.7775 4.4437 0.3654
H 0.1578 4.0314 0.3541
H 2.5677 2.5087 -0.4920
H 1.0699 2.6062 -1.3291
N -7.4492 -0.7887 -1.0345
C -6.2696 -1.4022 -0.6744
C -5.4090 -1.8285 -1.7711
N -4.2453 -2.4496 -1.5260
C -3.9194 -2.6314 -0.2192
C -4.7255 -2.1287 0.8583
N -5.9911 -1.5559 0.5643
H -7.5019 -0.2269 -1.8644
H -7.8209 -0.3003 -0.1926
H -5.7480 -1.6940 -2.7802
H -3.2389 -3.3763 0.0868
H -4.5956 -2.5309 1.8479
```

Results
* spin multiplicity: 1
* net charge: -1
* DFT total energy: -196809.91958 eV
* lowest unoccupied orbital energy: 2.504 eV